# C6H5NO4S

A structure of composition C6H5NO4S (wB97M-V/def2-TZVPD, OMol25).

Output
HOMO (spin up / spin down) ... 2.40 / -0.95 eV
2S+1 ... 3
Net charge ... -2

Positions of all 17 atoms, in Å:
C 0.853 -1.804 -0.425
C 0.317 -0.657 -0.929
C 0.839 -1.769 1.002
C -2.537 0.661 0.020
C 0.058 0.324 0.058
C -1.069 1.278 0.156
N 0.372 -0.752 1.609
O -2.742 -0.137 -0.903
O 2.856 0.225 0.269
O -3.364 1.109 0.833
O 1.872 2.089 -0.987
S 1.815 1.285 0.270
H 1.253 -2.634 -0.999
H 0.237 -0.427 -1.980
H 1.231 -2.612 1.580
H -0.963 1.992 -0.672
H -1.029 1.827 1.099

# C6H5NOS

The molecule C6H5NOS (wB97M-V/def2-TZVPD, OMol25).

Output
HOMO ... -7.46 eV
Net charge ... 0
Energy above the lowest of the compared OMol25 structures with the same formula, charge and spin ... 2.5275 eV

Positions of all 14 atoms, in Å:
C 2.640 1.122 0.182
C 1.611 -1.067 -0.282
C 1.193 1.159 0.150
C -1.687 0.529 0.612
C -0.723 -0.481 -0.008
C -1.610 0.470 -0.710
N 0.674 -0.151 0.054
O 0.451 2.108 0.353
S 3.176 -0.438 -0.110
H 3.308 2.030 0.266
H 1.403 -2.055 -0.523
H -2.045 1.034 1.460
H -0.751 -1.539 -0.182
H -2.029 0.732 -1.699

# C6H5NS

A structure of composition C6H5NS (wB97M-V/def2-TZVPD, OMol25).

Output
HOMO ... -9.19 eV
Net charge ... 0
Energy above the lowest of the compared OMol25 structures with the same formula, charge and spin ... 2.3657 eV

Positions of all 13 atoms, in Å:
C -2.066 -1.447 -0.960
C -1.161 -0.950 -0.254
C -0.003 -0.245 0.392
C -0.262 1.320 0.070
C 1.222 -0.349 -0.501
C 0.130 -0.560 1.794
H -2.762 -2.158 -1.491
H 0.337 1.911 0.801
H -1.292 1.722 -0.023
H 2.092 -0.296 0.065
H 1.351 -1.281 -1.072
N 0.085 -0.695 2.939
S 0.783 1.147 -1.381

Values for max |F|, eV Å⁻¹, ordered as above
4.05; 4.07; 4.02
Values for E_tot, a.u., ordered as above
-985.38667; -759.67410; -684.44442